Molecular formula: C17H14F6OSi
Method: DFT, ωB97M-V/def2-TZVPD

ORCA input file:
```
! wB97M-V def2-TZVPD RIJCOSX def2/J DEFGRID3
* xyz 0 1
F -1.012 1.694 -3.654
F -2.938 0.668 -4.232
F -2.644 1.055 -2.158
F 0.256 -2.112 -4.512
F 0.321 -0.036 -5.135
F -1.426 -1.169 -5.614
O -2.240 -1.564 -3.113
C -2.390 0.289 3.488
C -1.460 0.658 4.377
C -2.072 -0.054 2.205
C 0.979 -0.478 -2.050
C -0.965 -0.688 -0.685
C -0.136 0.711 4.003
C 1.794 -0.182 -0.983
C -0.733 -0.087 1.799
C -0.179 -0.399 0.487
C -0.356 -0.643 -1.951
C 0.224 0.373 2.714
C 1.188 -0.180 0.271
C -1.996 0.778 -3.344
C -0.499 -0.979 -4.630
C -1.257 -0.595 -3.234
C 2.841 1.936 1.715
C 2.855 -1.217 2.618
Si 1.898 0.237 1.912
H -2.975 -1.379 -3.674
H -3.347 0.057 3.856
H -1.694 0.932 5.382
H -2.818 -0.312 1.439
H 1.459 -0.377 -3.025
H -2.000 -0.767 -0.841
H 0.563 1.268 4.551
H 2.743 0.320 -1.138
H 3.653 1.659 0.970
H 3.314 2.373 2.602
H 2.175 2.641 1.199
H 2.330 -2.093 2.318
H 2.585 -1.094 3.672
H 3.959 -1.242 2.395
*
```

Properties
Calculated total energy: -44086.585 eV
HOMO-LUMO gap: 8.93 eV
Molecular weight: 376.4 g mol⁻¹
HOMO level: -0.3135 Ha
Largest force on an atom: 3.9 eV/Å
Structure (SMILES): C[Si]1(C)c2ccccc2-c2cc(C(O)(C(F)(F)F)C(F)(F)F)ccc21